9
Properties=species:S:1:pos:R:3 method="wB97M-V/def2-TZVPD" homo_ev=-9.0 orbital_gap_ev=8.32 energy_ha=-1004.2532 smiles="S=CNOC=S" de_lowest_kcal_mol=84.3 fmax_ev_per_a=4.96
S -3.221 -0.234 0.074
C -1.582 -0.289 -0.080
N -0.628 0.669 -0.010
O 0.654 0.420 -0.571
C 1.719 0.268 0.394
S 3.141 -0.343 0.004
H -0.889 -1.151 -0.095
H -0.896 1.763 0.256
H 1.415 0.692 1.345

=====

37
Properties=species:S:1:pos:R:3 method="wB97M-V/def2-TZVPD" homo_ev=-9.3 orbital_gap_ev=9.80 energy_ha=-970.8264 smiles="NC(=O)C[C@H](NC(=O)[C@@H](N)Cc1ccccc1)C(=O)O" de_lowest_kcal_mol=38.9 fmax_ev_per_a=4.35
N -3.897 3.041 -0.628
C -3.703 1.988 0.287
O -3.461 2.154 1.446
C -3.872 0.645 -0.369
C -3.267 -0.501 0.434
N -1.776 -0.517 0.599
C -0.855 -0.538 -0.322
O -1.125 -0.657 -1.513
C 0.599 -0.314 0.290
N 0.746 -0.553 1.759
C 1.611 -1.135 -0.704
C 3.011 -0.568 -0.451
C 3.866 -1.136 0.492
C 5.070 -0.441 0.872
C 5.391 0.797 0.264
C 4.655 1.251 -0.849
C 3.463 0.569 -1.120
C -3.894 -1.846 0.029
O -4.918 -2.335 0.436
O -3.164 -2.449 -0.969
H -4.088 2.752 -1.673
H -3.911 4.013 -0.330
H -4.886 0.364 -0.607
H -3.321 0.759 -1.345
H -3.599 -0.362 1.473
H -1.380 -0.566 1.601
H 0.659 0.743 0.130
H 0.971 -1.643 1.785
H 1.568 -0.077 2.067
H 1.534 -2.198 -0.351
H 1.190 -0.989 -1.704
H 3.595 -1.982 1.094
H 5.783 -0.860 1.639
H 6.190 1.401 0.770
H 4.877 2.199 -1.379
H 2.745 0.836 -1.912
H -2.408 -1.844 -1.238

=====

95
Properties=species:S:1:pos:R:3 method="wB97M-V/def2-TZVPD" homo_ev="-14.2 / -17.2" orbital_gap_ev="5.21 / 5.05" total_charge=+3 multiplicity=5 energy_ha=-2599.2316 de_lowest_kcal_mol=31.3 fmax_ev_per_a=4.35
C -2.287 1.545 -1.743
C -1.801 -0.747 -1.884
C -3.299 1.408 -2.688
C -2.778 -0.942 -2.866
C -3.554 0.153 -3.238
H -3.853 2.303 -2.975
H -2.918 -1.943 -3.272
H -4.323 0.018 -3.998
N -1.657 0.453 -1.267
P -1.016 2.835 0.416
P -0.190 -2.731 0.051
C -1.946 2.934 -1.178
H -1.376 3.556 -1.910
H -2.892 3.492 -1.025
C -0.711 -1.774 -1.730
H -1.019 -2.705 -2.268
C 0.850 -4.142 -0.722
C -1.003 -3.384 1.757
C 0.662 3.695 0.289
C -2.209 3.787 1.559
C 2.332 -3.855 -0.436
H 2.555 -3.776 0.632
H 2.909 -4.712 -0.826
H 2.698 -2.951 -0.940
C 0.565 -5.578 -0.246
H 0.655 -5.782 0.823
H -0.409 -5.932 -0.610
H 1.336 -6.200 -0.732
C 0.676 -4.354 -2.243
H 1.543 -4.927 -2.604
H -0.227 -4.935 -2.480
H 0.656 -3.454 -2.849
C 0.216 -3.838 2.577
H 0.945 -3.026 2.700
H -0.094 -4.184 3.578
H 0.753 -4.682 2.125
C -1.707 -2.224 2.485
H -0.977 -1.537 2.924
H -2.341 -1.628 1.813
H -2.348 -2.577 3.312
C -1.955 -4.548 1.502
H -1.478 -5.388 0.982
H -2.298 -4.943 2.472
H -2.839 -4.260 0.917
C -1.567 4.086 2.916
H -2.381 4.444 3.566
H -1.129 3.200 3.391
H -0.827 4.897 2.874
C -3.435 2.895 1.798
H -4.016 2.709 0.887
H -3.156 1.935 2.249
H -4.091 3.415 2.511
C -2.690 5.142 1.001
H -3.220 5.650 1.827
H -1.867 5.800 0.696
H -3.403 5.056 0.168
C 1.428 3.108 -0.909
H 0.968 3.361 -1.875
H 2.440 3.525 -0.899
H 1.526 2.011 -0.869
C 1.445 3.454 1.598
H 1.638 2.400 1.826
H 2.428 3.937 1.510
H 0.948 3.900 2.470
C 0.532 5.211 0.136
H -0.041 5.523 -0.746
H 0.110 5.687 1.032
H 1.551 5.606 0.028
Pt -0.342 0.582 0.376
C -0.098 0.778 2.178
O -0.036 0.986 3.330
N 0.999 -0.477 -0.893
C 0.551 -1.074 -1.959
C 1.268 -0.705 -3.415
C 1.265 -1.792 -4.481
C 0.475 0.483 -3.976
C 2.733 -0.317 -3.130
H 1.962 -2.613 -4.252
H 0.267 -2.204 -4.679
H 1.618 -1.359 -5.435
H 0.435 1.337 -3.278
H 0.938 0.857 -4.903
H -0.561 0.193 -4.197
H 3.232 0.081 -4.028
H 2.801 0.439 -2.339
H 3.324 -1.188 -2.780
C 2.691 0.412 4.766
S 2.635 -0.139 3.050
C 4.417 -0.302 2.867
H 1.711 0.783 5.073
H 3.433 1.212 4.876
H 2.968 -0.440 5.399
H 4.899 0.622 3.204
H 4.760 -1.164 3.448
H 4.619 -0.464 1.805

=====

Copy entry 1 word for word.
9
Properties=species:S:1:pos:R:3 method="wB97M-V/def2-TZVPD" homo_ev=-9.0 orbital_gap_ev=8.32 energy_ha=-1004.2532 smiles="S=CNOC=S" de_lowest_kcal_mol=84.3 fmax_ev_per_a=4.96
S -3.221 -0.234 0.074
C -1.582 -0.289 -0.080
N -0.628 0.669 -0.010
O 0.654 0.420 -0.571
C 1.719 0.268 0.394
S 3.141 -0.343 0.004
H -0.889 -1.151 -0.095
H -0.896 1.763 0.256
H 1.415 0.692 1.345